Record 1
A molecular structure, C6H16NO2P. Source: the Open Molecules 2025 dataset; level of theory: wB97M-V/def2-TZVPD.

The geometry in ORCA input format:
```
! wB97M-V def2-TZVPD RIJCOSX def2/J DEFGRID3
* xyz 0 1
C -3.037 -1.753 0.228
C 2.450 0.286 1.013
C 1.239 -1.902 0.481
C 1.740 -0.193 -1.251
C -2.862 -0.254 -0.079
C 1.373 -0.454 0.195
N 0.159 2.544 -0.532
O -0.642 0.411 1.934
O -1.426 -0.071 -0.496
P -0.245 0.457 0.513
H -2.632 -2.099 1.190
H -4.107 -2.042 0.211
H -2.625 -2.234 -0.620
H 3.559 0.005 0.786
H 2.306 1.352 0.987
H 2.400 0.091 2.092
H 1.243 -2.116 1.563
H 2.013 -2.508 -0.060
H 0.240 -2.372 0.207
H 1.503 0.937 -1.287
H 2.821 -0.372 -1.316
H 1.187 -0.761 -1.948
H -3.151 0.573 0.668
H -3.300 -0.109 -1.046
H -0.772 2.822 -0.786
H 0.226 2.976 0.372
*
```

E: -21354.622 eV
highest occupied orbital energy: -0.34047 hartree
HOMO-LUMO gap: 9.8 eV
relative energy (zero: lowest compared OMol25 entry of this formula, charge and spin): 21.0 kcal per mole



Record 2
2 unconnected molecules or ions with the total composition C6H16NO2PS. Source: the Open Molecules 2025 dataset; level of theory: wB97M-V/def2-TZVPD.

The geometry in ORCA input format:
```
! wB97M-V def2-TZVPD RIJCOSX def2/J DEFGRID3
* xyz 0 1
C -0.268 0.578 -1.967
C -0.861 2.924 -1.276
C 1.624 -2.048 2.729
C -0.269 -2.739 1.186
C 0.190 1.840 -1.349
C 1.059 -2.070 1.170
N -0.001 0.687 2.351
O 0.664 1.594 0.002
O 1.119 -0.756 0.536
P -0.026 0.390 0.828
S -2.905 0.955 -4.315
H -0.294 0.702 -3.146
H 0.365 -0.247 -1.817
H -1.309 0.561 -1.792
H -1.784 2.421 -1.103
H -1.025 3.486 -2.109
H -0.637 3.660 -0.537
H 2.619 -1.404 2.500
H 1.065 -1.536 3.441
H 2.061 -2.978 2.975
H -0.521 -2.812 2.222
H -0.157 -3.717 0.756
H -1.090 -2.254 0.677
H 1.192 2.186 -1.846
H 1.877 -2.650 0.727
H -0.478 1.603 2.551
H -2.210 1.622 -3.393
*
```

E: -32186.983 eV
highest occupied orbital energy (alpha / beta): -0.35227 / -0.30373 hartree
HOMO-LUMO gap (alpha / beta): 8.6 / 5.6 eV
relative energy (zero: lowest compared OMol25 entry of this formula, charge and spin): 84.9 kcal per mole



Question: Which of these has the highest E?
Answer: C6H16NO2P